# C4H8O2

A cluster of 2 separate species, C4H8O2 in total (the ωB97M-V functional and the def2-TZVPD basis, the OMol25 dataset).

Element x y z (Å)
1 C -0.7245 -0.8144 1.3594
2 C -1.3249 0.1631 0.6805
3 O -0.6731 0.9861 -0.1990
4 C 0.7303 0.9468 -0.0126
5 C 1.2377 -0.4810 0.1636
6 O 0.6059 -1.1172 1.2622
7 H -1.2590 -1.4556 2.0489
8 H -0.8871 -0.2100 -2.6213
9 H -0.9758 0.1548 -3.2629
10 H -2.3779 0.3919 0.7904
11 H 0.9906 1.5340 0.8780
12 H 1.1777 1.4123 -0.8952
13 H 2.3101 -0.4703 0.3822
14 H 1.0688 -1.0726 -0.7466

Results
DFT total energy = -8370.41293 eV
Charge = 0
SMILES string = C1=COCCO1.[H][H]
Relative energy (zero: lowest compared OMol25 entry of this formula, charge and spin) = 276.8 kJ/mol